Record 1
The molecule C4H5N in a non-equilibrium geometry. Source: OMol25; level of theory: the ωB97M-V functional and the def2-TZVPD basis.

Computed properties:
* SMILES: c1cc[nH]c1
* E_HOMO: -8.29 eV
* Kohn-Sham gap: 0.342 Ha
* E: -5718.1705 eV
* net charge: 0
* relative energy (zero: lowest compared OMol25 entry of this formula, charge and spin): 15.59 kcal per mole

```
10
Properties=species:S:1:pos:R:3:forces:R:3:lowdin_charge:R:1
C -0.8703 0.8056 -0.2261 0.267 0.943 -3.886 -0.13
C -0.6738 0.1447 0.9739 -1.312 1.316 2.832 -0.15
C 0.4021 -0.6898 0.8783 1.625 -1.075 -0.240 -0.15
C 0.1101 0.3510 -1.1066 -0.726 -0.619 2.220 -0.14
H -1.5904 1.5266 -0.6943 0.373 -0.752 1.536 0.11
H -1.1905 0.5467 1.8672 0.333 -1.161 -0.404 0.10
H 1.0329 -1.4233 1.4316 -1.259 1.055 0.340 0.12
H 1.7776 -0.8564 -0.7953 -1.940 0.077 1.147 0.18
H 0.2895 0.4624 -2.1315 0.137 0.479 -1.145 0.09
N 0.8389 -0.5607 -0.3992 2.503 -0.263 -2.400 -0.04
```
Positions in Å, forces in eV/Å.

=====

Record 2
A cluster of 4 separate species, C25H41BClFN2O11S in total in a non-equilibrium geometry. Source: OMol25; level of theory: the ωB97M-V functional and the def2-TZVPD basis.

Computed properties:
* SMILES: CC[C@H](C)c1c(CB(O)O)c([C@H](C)F)c2nsnc2c1Cl.CCOC(=O)OC.CCOC(=O)OC.CCOC(=O)OC
* E_HOMO: -8.45 eV
* Kohn-Sham gap: 0.244 Ha
* E: -78833.4021 eV
* net charge: 0

```
83
Properties=species:S:1:pos:R:3:forces:R:3:lowdin_charge:R:1
C 3.3627 -1.2646 -0.5001 -0.795 1.072 0.169 -0.12
C 2.2939 -0.2989 0.3490 0.074 -0.608 0.708 -0.24
C 1.0597 0.2578 -0.5771 -0.413 0.028 -0.228 -0.33
C 1.4664 1.4639 -1.6174 -1.194 -0.071 -0.557 -0.10
C -0.2752 0.7265 0.2541 -2.554 1.783 3.369 -0.04
C -1.7997 0.2428 -0.2351 -1.894 1.681 2.619 -0.02
C -2.0516 -0.6829 -1.5956 0.206 1.813 0.162 -0.08
B -2.3838 -2.2611 -1.2709 -0.653 -1.440 0.349 -0.42
O -2.1381 -2.8742 0.0491 -2.332 1.776 -1.773 0.04
O -3.0039 -3.0986 -2.3578 -0.834 2.715 3.151 -0.01
C -3.1882 0.6816 0.5791 2.783 -0.239 0.193 -0.01
C -4.7130 0.2515 0.0907 0.819 1.559 -0.109 -0.24
C -5.4600 1.6873 -0.3310 0.432 0.172 0.532 -0.07
F -5.4104 -0.4524 1.2042 1.471 1.468 -2.489 -0.11
C -3.1376 1.6185 1.9637 0.288 -0.738 -1.427 -0.21
N -4.3678 2.0506 2.7336 7.149 0.067 -0.794 -0.25
S -3.6188 3.0113 4.0239 2.825 -2.371 -3.642 0.88
N -1.8763 2.9025 3.6705 -1.387 -2.390 -3.651 -0.28
C -1.6288 2.0780 2.4104 -3.445 0.943 1.874 -0.20
C -0.2430 1.6945 1.6172 -2.246 -1.979 -2.304 -0.41
Cl 1.3422 2.3854 2.2963 -2.564 -1.061 -1.059 0.53
H 3.3852 -0.8051 -1.5930 0.159 -1.303 2.176 0.08
H 2.9926 -2.3840 -0.4867 0.918 2.334 -0.209 0.08
H 4.4283 -1.1370 -0.0088 -2.222 -0.508 -1.092 0.08
H 2.9479 0.5388 0.8465 -1.638 -1.367 -1.121 0.08
H 1.7892 -0.9124 1.2393 1.223 1.271 -1.916 0.13
H 0.7203 -0.6605 -1.2604 0.591 1.967 1.639 0.13
H 1.8332 0.9587 -2.6181 -0.340 1.253 2.091 0.08
H 2.2004 2.2650 -1.1828 -1.269 -1.790 -0.797 0.09
H 0.4606 2.0378 -1.9075 2.206 -1.207 0.618 0.09
H -1.1525 -0.5581 -2.3711 -1.907 -0.297 1.756 0.13
H -2.9829 -0.1741 -2.1427 2.057 -1.251 1.042 0.12
H -2.9211 -2.6527 0.6596 1.848 -0.399 -1.119 0.13
H -4.0054 -3.0154 -2.1880 2.138 -0.423 -0.495 0.14
H -4.7354 -0.4159 -0.8699 0.151 0.881 2.235 0.12
H -6.3414 1.8818 0.4142 1.525 -0.480 -1.664 0.09
H -5.7759 1.6673 -1.4635 0.366 -0.107 2.399 0.08
H -4.7074 2.6036 -0.2036 -1.579 -2.195 -0.219 0.09
C 10.9720 -1.9238 1.2516 -0.047 -0.276 0.162 -0.07
C 9.8695 -1.2441 0.4562 0.531 0.324 0.377 -0.22
O 8.9510 -2.2074 -0.0738 -0.942 -0.375 0.439 0.02
C 8.0634 -2.7223 0.8114 0.194 0.001 0.516 -0.55
O 7.9787 -2.4373 1.9963 0.032 -0.349 -1.720 0.11
O 7.3001 -3.6367 0.1591 0.649 0.876 0.338 -0.01
C 6.3900 -4.3354 1.0036 -0.432 -0.304 0.284 -0.05
H 11.4663 -2.6909 0.6456 -0.015 0.225 -0.021 0.08
H 11.7179 -1.1944 1.5798 -0.091 -0.058 -0.085 0.08
H 10.5720 -2.4278 2.1363 -0.007 0.192 -0.090 0.07
H 10.3113 -0.7237 -0.3987 -0.298 -0.258 -0.068 0.12
H 9.3420 -0.4927 1.0555 -0.032 -0.297 -0.039 0.12
H 5.7650 -3.6428 1.5771 0.262 -0.113 -0.025 0.09
H 6.9419 -5.0025 1.6728 -0.123 0.209 0.026 0.10
H 5.7375 -4.9427 0.3700 0.298 0.216 -0.102 0.09
C -1.6164 -6.7422 -8.5835 0.194 0.220 0.127 -0.07
C -2.8150 -7.3302 -7.8570 0.053 0.147 -0.653 -0.22
O -2.5781 -7.3946 -6.4455 -0.257 0.687 0.664 0.02
C -2.6861 -6.2206 -5.7773 0.161 0.425 -0.035 -0.55
O -2.9668 -5.1363 -6.2650 0.290 -1.521 0.648 0.11
O -2.3971 -6.4516 -4.4705 -0.256 -0.174 -1.357 0.00
C -2.3698 -5.2738 -3.6694 -0.184 0.272 0.301 -0.07
H -0.7051 -7.2956 -8.3323 -0.189 -0.060 -0.105 0.08
H -1.7660 -6.7759 -9.6664 -0.005 -0.045 0.124 0.08
H -1.4457 -5.7016 -8.2926 -0.161 -0.121 -0.065 0.07
H -2.9744 -8.3571 -8.1988 0.033 0.065 0.386 0.12
H -3.7333 -6.7711 -8.0720 0.221 0.031 0.197 0.12
H -3.2981 -4.7013 -3.7689 0.459 -0.331 -0.242 0.08
H -1.5060 -4.6596 -3.9415 -0.275 0.042 -0.044 0.10
H -2.2636 -5.5771 -2.6241 -0.034 -0.185 -0.347 0.10
C -2.1164 6.6099 4.4456 -0.240 0.018 -0.094 -0.08
C -1.6129 7.4282 5.6233 0.141 -0.720 -0.167 -0.21
O -2.1970 8.7364 5.6258 -0.960 0.388 0.536 0.02
C -3.4786 8.8070 6.0606 -0.209 -0.487 -0.095 -0.55
O -4.1618 7.8708 6.4467 0.966 1.367 -0.456 0.10
O -3.8855 10.0991 5.9641 0.522 -0.975 0.115 -0.01
C -5.2578 10.2971 6.2915 -0.537 0.157 0.160 -0.06
H -1.9529 7.1480 3.5056 0.136 -0.082 0.146 0.08
H -1.6030 5.6454 4.3973 -0.003 0.120 0.000 0.06
H -3.1916 6.4232 4.5211 0.146 -0.011 0.118 0.06
H -0.5313 7.5642 5.5305 -0.231 0.318 0.046 0.12
H -1.7947 6.9195 6.5773 -0.159 0.186 -0.172 0.13
H -5.4968 9.8850 7.2776 0.060 -0.063 -0.280 0.10
H -5.8920 9.8481 5.5210 0.054 -0.055 0.227 0.10
H -5.4493 11.3736 6.3136 0.322 -0.185 -0.095 0.09
```
Positions in Å, forces in eV/Å.

=====

The calculation returns the following lowest unoccupied orbital energy values, one per record and in order: 1.017; -1.813 eV.